Entry P
Computed, not measured: a 3-piece molecular cluster, C3H12NOS2 overall, with wB97M-V/def2-TZVPD.

Cartesian coordinates (Å):
N -0.9499 0.1881 1.7186
C -1.5346 -0.1797 0.4516
C -2.9453 -0.6988 0.4409
C -0.5835 -1.0410 -0.3522
S 1.0468 -0.0049 -0.3204
S 6.4089 -0.0181 0.6295
H -1.6644 0.6936 2.3341
H 6.9881 -1.1772 0.2621
H -0.1468 0.8899 1.5023
H -1.6041 0.7909 -0.1730
H -3.1620 -1.6562 0.9063
H -3.7390 0.0651 0.7510
H -3.1550 -0.8789 -0.6523
H -0.3326 -1.9995 0.2122
H -0.9299 -1.3060 -1.3922
H 7.3557 0.7193 0.0531
H 0.2365 1.5988 -1.4937
H -0.6493 2.1018 -2.9207
O -0.6395 1.9128 -1.9571

Results
Kohn-Sham gap in eV: 2.5
Total charge: +1
LUMO in eV: -9.43
HOMO in eV: -11.95

The molecule's Löwdin atomic charges, reported in e, are given here: 0.1023 -0.5966 -0.0527 -0.3629 0.9383 0.4620 0.1565 -0.2123 0.0698 0.1443 0.0875 0.1219 0.1042 0.1454 0.1207 -0.2249 -0.0115 0.0879 -0.0800

=====

Entry Q
Computed, not measured: a 3-piece molecular cluster, C3H12NOS2 overall, with wB97M-V/def2-TZVPD.

Cartesian coordinates (Å):
N 1.8184 -0.7276 1.4829
C 2.3478 0.0375 0.3477
C 3.7952 -0.1946 0.1501
C 1.4172 -0.4669 -0.8194
S -0.2465 -0.0213 -0.5028
S -4.5665 -0.7661 0.8950
H 1.9232 -0.3920 2.4254
H -5.8605 -1.0267 0.6923
H 0.9106 -1.1306 1.2973
H 2.2116 1.1157 0.4897
H 4.1010 -1.2433 0.0982
H 4.1946 0.1198 1.1353
H 4.4249 0.2019 -0.6461
H 1.5445 -1.5422 -0.9546
H 1.7952 -0.0595 -1.7727
H -4.0319 -1.3120 -0.2034
H 0.4316 1.9974 -1.2315
H 0.7080 3.3649 -1.7708
O 1.1437 2.5129 -1.6522

Results
Kohn-Sham gap in eV: 2.9
Total charge: +1
LUMO in eV: -9.47
HOMO in eV: -12.35

The molecule's Löwdin atomic charges, reported in e, are given here: 0.1842 -0.4707 -0.0469 -0.5207 1.0601 0.4709 0.1283 -0.2103 0.0436 0.1429 0.0976 0.1118 0.1064 0.0964 0.1275 -0.2364 -0.0748 0.0604 -0.0703

=====

Q: Which of them is the least stable? A: entry P.

=====

Entry P
Computed, not measured: one molecule with the formula C11H21N5O3, with wB97M-V/def2-TZVPD.

Cartesian coordinates (Å):
H -2.2129 1.3281 3.0384
N -1.8163 1.6057 2.1485
C -2.7339 1.6172 1.2415
N -4.0285 1.1176 1.3711
N -2.4718 2.1653 0.0017
C -2.7966 1.4068 -1.2123
C -1.9927 0.1115 -1.3794
C -0.5093 0.3782 -1.6193
C 0.3945 -0.8581 -1.3969
N 1.7843 -0.5129 -1.2088
C 2.4366 0.0183 -0.1219
O 3.6532 0.0721 -0.1358
C 1.6029 0.5825 1.0475
C 2.4928 0.7790 2.2842
C 2.4382 -0.6097 2.9283
C 0.9917 -1.0661 2.6756
N 0.5283 -0.3158 1.4797
C 0.2375 -1.8587 -2.5357
O -0.7828 -2.0465 -3.1483
O 1.3611 -2.5501 -2.8028
H -4.7247 1.6571 0.8684
H -4.3000 0.8523 2.3197
H -1.5157 2.5694 -0.0062
H -3.8754 1.1724 -1.1965
H -2.6209 2.0542 -2.0732
H -2.4056 -0.4901 -2.2096
H -2.1292 -0.5126 -0.4574
H -0.1462 1.1562 -0.9111
H -0.3332 0.7817 -2.6410
H 0.0177 -1.3533 -0.5135
H 2.4464 -0.8733 -1.9030
H 1.1486 1.5255 0.6999
H 2.0178 1.5457 2.9596
H 3.4967 1.0994 2.0536
H 3.1508 -1.2635 2.4346
H 2.6581 -0.6026 3.9817
H 0.9178 -2.1499 2.5192
H 0.3609 -0.8345 3.5182
H -0.2679 0.2605 1.7241
H 1.1235 -3.1502 -3.5255

Results
Kohn-Sham gap in eV: 9.2
LUMO in eV: 0.64
SMILES string: [H]/N=C(\N)NCCC[C@H](NC(=O)[C@@H]1CCCN1)C(=O)O
HOMO in eV: -8.57

The molecule's Löwdin atomic charges, reported in e, are given here: 0.0401 0.1038 -0.5725 0.1249 0.0186 -0.2053 -0.1839 -0.1351 -0.2371 0.1189 -0.4108 0.0592 -0.2563 -0.1361 -0.1649 -0.1788 -0.0186 -0.4593 0.1128 0.1139 0.0958 0.1008 0.1306 0.1086 0.1172 0.1119 0.1285 0.0947 0.1376 0.1343 0.1465 0.1403 0.1311 0.1010 0.1079 0.0982 0.1040 0.0988 0.0451 0.1338

=====

Entry Q
Computed, not measured: one molecule with the formula C11H21N5O3, with wB97M-V/def2-TZVPD.

Cartesian coordinates (Å):
H 3.6056 0.3762 -3.3130
N 3.7021 1.4638 -3.5710
C 3.4123 2.1410 -2.4715
N 3.6577 3.4845 -2.1629
N 2.7570 1.4777 -1.4097
C 2.0110 0.2660 -1.2988
C 0.7796 0.3341 -2.1974
C 0.0432 -1.0423 -2.3354
C -0.2496 -1.6070 -0.9073
N -1.1694 -2.7124 -1.0808
C -1.1058 -0.8513 -0.0578
O -1.8533 -0.1049 -0.6853
N -1.0308 -0.9845 1.2689
C -0.4287 -2.1227 1.9131
C -0.9096 -1.9750 3.4834
C -2.3211 -1.4406 3.2759
C -2.2110 -0.4930 1.9770
C -1.8374 0.9740 2.3081
O -1.4989 1.4235 3.3286
O -2.0532 1.9680 1.2953
H 4.1095 3.5690 -1.2435
H 4.2025 3.9227 -2.9900
H 2.1121 2.0337 -0.7372
H 2.6823 -0.7745 -1.3460
H 1.8217 0.2550 -0.2301
H 1.0810 0.5963 -3.2493
H -0.0282 1.1247 -1.9951
H 0.7093 -1.7685 -2.9729
H -0.9333 -0.9225 -2.6667
H 0.6814 -1.9679 -0.4152
H -2.2843 -2.5079 -1.3042
H -0.8140 -3.2645 -2.0904
H -0.6373 -3.0149 1.2444
H 0.7665 -2.0136 1.8203
H -0.9224 -2.9745 3.9962
H -0.1057 -1.2648 4.0035
H -2.5939 -0.9577 4.1665
H -3.1819 -2.0779 2.8985
H -3.0379 -0.5467 1.1267
H -2.5032 1.6825 0.3423

Results
Kohn-Sham gap in eV: 9.1
LUMO in eV: 0.54
SMILES string: [H]/N=C(/N)NCCC[C@H](N)C(=O)N1CCC[C@H]1C(=O)O
HOMO in eV: -8.56

The molecule's Löwdin atomic charges, reported in e, are given here: 0.0798 0.0547 -0.5619 0.0749 -0.0431 -0.2759 -0.1853 -0.1476 -0.3974 -0.0116 -0.5152 0.0372 -0.0313 -0.1276 -0.1190 -0.1191 -0.1460 -0.4452 0.1518 -0.0100 0.0940 0.1327 0.1685 0.1723 0.1001 0.1107 0.1387 0.1525 0.0725 0.1369 0.1705 0.1744 0.1166 0.1469 0.1100 0.1554 0.0864 0.1374 0.1844 0.1768

=====

Q: Which of them is the least stable? A: entry Q.

=====

Entry P
Computed, not measured: one molecule with the formula C7H7NO2S, with wB97M-V/def2-TZVPD.

Cartesian coordinates (Å):
O 0.5120 2.2099 1.7082
S 0.1841 2.2559 0.3604
O -0.5551 3.3975 -0.1235
N 1.6829 2.0725 -0.5402
C 1.8880 0.8739 -0.8571
C 0.8068 -0.1156 -0.6728
C 0.8230 -1.4812 -0.6900
C -0.4806 -2.1690 -0.2867
C -1.3573 -1.5977 0.5296
C -1.1047 -0.2066 0.9503
C -0.5441 0.6764 -0.1944
H 2.8259 0.5219 -1.4185
H 1.7257 -1.9146 -0.9100
H -0.5868 -3.2758 -0.5389
H -2.3009 -2.0231 0.8870
H -2.0231 0.1896 1.1831
H -0.3826 -0.1774 1.7029
H -1.1134 0.7634 -1.0893

Results
Kohn-Sham gap in eV: 9.0
LUMO in eV: -0.57
SMILES string: O=S1(=O)N=CC2=CC=CC[C@H]21
HOMO in eV: -9.56

The molecule's Löwdin atomic charges, reported in e, are given here: -0.2558 0.6486 -0.2974 -0.0134 -0.1802 -0.1662 0.0163 -0.0727 -0.0898 -0.1738 -0.2177 0.1499 0.0791 0.1208 0.1202 0.0948 0.1098 0.1275

=====

Entry Q
Computed, not measured: one molecule with the formula C7H7NO2S, with wB97M-V/def2-TZVPD.

Cartesian coordinates (Å):
C 2.8969 -1.5728 0.0035
S 2.0684 -0.0070 -0.3153
C 0.2816 -0.5082 -0.4324
O 0.0509 -1.8423 -0.4575
C -0.5568 0.0989 1.0769
C -1.4772 1.0189 0.9054
C -2.2335 1.5217 1.9685
N -2.8322 2.2354 2.6531
C -1.9154 1.5154 -0.4490
C -1.1606 1.2079 -1.5159
O -0.2991 0.1966 -1.5966
H 3.7346 -1.3221 0.7033
H 3.2132 -2.0089 -0.9429
H 2.2068 -2.1244 0.6746
H 0.2934 -2.0256 -1.3035
H -0.2313 -0.3301 1.9904
H -2.6598 2.2988 -0.4195
H -1.3799 1.6478 -2.5428

Results
Kohn-Sham gap in eV: 9.3
LUMO in eV: 0.33
SMILES string: CS[C@@]1(O)C=C(C#N)C=CO1
HOMO in eV: -8.98

The molecule's Löwdin atomic charges, reported in e, are given here: -0.4053 0.8918 -0.6480 0.0498 0.1027 -0.2804 -0.2010 0.1725 -0.0138 -0.1510 -0.0624 0.0468 0.0327 0.0462 0.0602 0.0986 0.1079 0.1526

=====

Entry R
Computed, not measured: a 2-piece molecular cluster, C7H7NO2S overall, with wB97M-V/def2-TZVPD.

Cartesian coordinates (Å):
C -0.4101 3.1794 -0.0591
C 0.0367 1.8293 -0.5642
C -1.4240 3.1115 0.8505
C -0.7226 0.9717 0.0675
C 1.2701 -1.8641 0.6628
C 0.0855 -2.7892 0.6798
C 0.2152 -1.6461 -0.2282
N 0.3593 -1.4137 -1.5787
O -0.4838 -1.7955 -2.3862
O 1.3473 -0.7471 -1.8674
S -1.7689 1.4674 1.3253
H 0.0237 4.0651 -0.5168
H 0.6632 1.6961 -1.4150
H -2.0210 3.6964 1.4777
H 1.3311 -1.1824 1.5464
H 2.1173 -2.1194 0.1848
H 0.0984 -3.7849 0.3674
H -0.7175 -2.6746 1.4536

Results
Kohn-Sham gap (alpha / beta) in eV: 7.7 / 8.4
LUMO (alpha / beta) in eV: -1.68 / -1.01
HOMO (alpha / beta) in eV: -9.42 / -9.37

The molecule's Löwdin atomic charges, reported in e, are given here: -0.1557 -0.1632 -0.4100 -0.3653 -0.0742 -0.0263 -0.1743 -0.3791 0.0779 0.0530 0.9515 0.0985 0.0897 0.0307 0.1436 0.0840 0.0890 0.1302

=====

Q: Which of them is the least stable? A: entry R.

=====

Entry P
Computed, not measured: C20H36FeGeNO5Si2 as an isolated structure, with wB97M-V/def2-TZVPD.

Cartesian coordinates (Å):
Fe 0.3805 -0.3894 0.5886
O -2.0925 -2.0449 0.1695
C -2.7419 -1.6473 1.3603
C -1.9157 -1.8765 2.6050
N -0.6828 -1.0883 2.6514
C 0.4145 -1.9371 3.1292
C 0.7901 -2.9339 2.0322
O 1.1335 -4.0765 2.3224
O 0.7030 -2.4470 0.8461
C -0.8323 0.1090 3.4785
C 0.4429 0.9717 3.4610
O 0.6895 1.6252 4.4887
O 1.0986 0.9267 2.3874
H -1.2087 -2.3934 0.3721
H -3.0276 -0.5937 1.2835
H -3.6692 -2.2273 1.4765
H -2.5412 -1.6603 3.4840
H -1.6647 -2.9418 2.6584
H 1.2849 -1.3065 3.3158
H 0.1520 -2.4639 4.0558
H -1.6428 0.7022 3.0588
H -1.0829 -0.1449 4.5190
C 0.2940 -2.6480 -2.0941
Si 0.2920 -0.7771 -1.6962
C -1.2335 -0.2022 -2.6867
C 1.7456 -0.0985 -2.7371
C 1.8031 0.0575 -4.1249
C 2.9409 0.5650 -4.7367
C 4.0433 0.9172 -3.9626
C 3.9992 0.7585 -2.5846
C 2.8559 0.2557 -1.9575
Si 2.5627 -0.0858 -0.0989
C 3.6234 -1.6423 0.2020
C 3.5677 1.2985 0.7372
H 0.4007 -2.8010 -3.1745
H -0.6467 -3.1062 -1.7754
H 1.1066 -3.1590 -1.5771
H -1.2978 -0.7687 -3.6232
H -1.1976 0.8623 -2.9327
H -2.1349 -0.4021 -2.1112
H 0.9451 -0.2110 -4.7364
H 2.9732 0.6941 -5.8145
H 4.9314 1.3207 -4.4400
H 4.8642 1.0391 -1.9891
H 4.6308 -1.4698 -0.1949
H 3.1924 -2.5171 -0.2875
H 3.7098 -1.8775 1.2672
H 4.6298 1.1598 0.5031
H 3.4234 1.3016 1.8169
H 3.2585 2.2791 0.3637
C -3.9011 1.1076 -0.9295
Ge -2.4366 2.0220 0.0498
C -3.2210 2.3178 1.8533
C -2.4898 3.8454 -0.7399
C -0.6075 1.3781 0.0598
H -4.8168 1.6903 -0.7867
H -4.0733 0.0926 -0.5706
H -3.6984 1.0539 -1.9986
H -4.0319 3.0471 1.7644
H -2.4786 2.7222 2.5433
H -3.6360 1.4070 2.2905
H -3.4858 4.2868 -0.6397
H -2.2304 3.8091 -1.8006
H -1.7662 4.4900 -0.2368
H -0.1397 2.0861 0.7638
H -0.2573 1.7391 -0.9211

Results
Kohn-Sham gap (alpha / beta) in eV: 7.2 / 6.4
Total charge: -2
LUMO (alpha / beta) in eV: 4.93 / 4.94
2S+1: 2
HOMO (alpha / beta) in eV: -2.28 / -1.47

The molecule's Löwdin atomic charges, reported in e, are given here: 0.2211 -0.0852 -0.2444 -0.1670 -0.1730 -0.0983 -0.6406 0.0055 -0.1512 -0.1066 -0.6814 -0.0415 -0.0999 0.0393 0.0737 0.1132 0.1212 0.1303 0.1294 0.1265 0.0875 0.1196 -0.2098 0.5508 -0.2224 -0.2814 -0.1115 -0.1328 -0.1327 -0.1105 -0.2834 0.5724 -0.2061 -0.2200 0.0128 0.0138 0.0091 0.0164 0.0209 -0.0104 0.0880 0.0795 0.0797 0.0871 0.0124 0.0133 0.0211 0.0060 0.0049 0.0214 -0.2384 0.7418 -0.2420 -0.2437 -0.3657 0.0048 -0.0007 -0.0041 0.0017 0.0136 -0.0037 -0.0029 0.0031 0.0068 -0.0052 -0.0318

=====

Entry Q
Computed, not measured: C20H36FeGeNO5Si2 as an isolated structure, with wB97M-V/def2-TZVPD.

Cartesian coordinates (Å):
Fe -0.3361 -0.5259 0.2056
O 2.3860 -1.3577 -1.9050
C 1.5552 -1.9265 -2.8860
C 0.5850 -2.9476 -2.3206
N -0.5054 -2.3881 -1.5248
C -1.0889 -3.4314 -0.6743
C -0.6265 -3.3935 0.7836
O -0.6237 -4.4496 1.4183
O -0.3231 -2.2411 1.2279
C -1.5232 -1.7995 -2.3819
C -2.6385 -1.1364 -1.5638
O -3.7834 -1.1498 -2.0285
O -2.2621 -0.5997 -0.4770
H 1.7997 -0.8598 -1.3020
H 2.2163 -2.4416 -3.5900
H 1.0126 -1.1552 -3.4477
H 1.1485 -3.6462 -1.6988
H 0.1664 -3.5230 -3.1694
H -0.9072 -4.4326 -1.0804
H -2.1724 -3.3001 -0.6318
H -1.9698 -2.5376 -3.0649
H -1.0599 -1.0136 -2.9821
C 2.9079 1.1072 0.7889
Si 1.6898 -0.2573 1.3624
C 2.7987 -1.8049 1.4485
C 1.4326 0.2067 3.2053
C 2.3827 0.1111 4.2262
C 2.0856 0.5101 5.5222
C 0.8239 1.0179 5.8187
C -0.1281 1.1192 4.8138
C 0.1623 0.7172 3.5074
Si -0.9999 0.7608 2.0064
C -2.6969 0.1869 2.6295
C -1.2314 2.6104 1.6000
H 3.7779 1.1540 1.4536
H 2.4314 2.0915 0.7797
H 3.2649 0.9023 -0.2247
H 3.7115 -1.5975 2.0205
H 3.0945 -2.1332 0.4497
H 2.2567 -2.6223 1.9283
H 3.3690 -0.2906 4.0097
H 2.8312 0.4206 6.3066
H 0.5863 1.3245 6.8329
H -1.1150 1.5072 5.0544
H -3.1329 0.9130 3.3262
H -2.6074 -0.7748 3.1403
H -3.3679 0.0578 1.7783
H -1.6343 3.1482 2.4660
H -1.9255 2.7327 0.7636
H -0.2824 3.0769 1.3230
C -0.3332 1.1272 -4.4261
Ge -0.6975 1.8502 -2.6107
C -2.6441 2.0618 -2.4489
C -0.0430 3.7217 -2.7621
C 0.2426 0.9744 -1.1740
H -0.7221 1.8112 -5.1850
H -0.7943 0.1513 -4.5873
H 0.7443 1.0239 -4.5773
H -3.0087 2.6713 -3.2815
H -2.8767 2.5793 -1.5159
H -3.1837 1.1157 -2.4394
H -0.5073 4.2369 -3.6082
H 1.0415 3.7394 -2.8932
H -0.2807 4.2699 -1.8476
H 0.2323 1.7640 -0.4091
H 1.2960 0.9625 -1.4775

Results
Kohn-Sham gap (alpha / beta) in eV: 7.1 / 6.2
Total charge: -2
LUMO (alpha / beta) in eV: 4.99 / 5.00
2S+1: 2
HOMO (alpha / beta) in eV: -2.12 / -1.16

The molecule's Löwdin atomic charges, reported in e, are given here: 0.2328 -0.0949 -0.2527 -0.1753 -0.1532 -0.0943 -0.6295 -0.0122 -0.1333 -0.1195 -0.6803 -0.0203 -0.0934 0.0068 0.1119 0.0908 0.1308 0.1186 0.1182 0.1310 0.1265 0.0731 -0.2219 0.5609 -0.2118 -0.2774 -0.1095 -0.1299 -0.1327 -0.1122 -0.2841 0.5705 -0.2119 -0.2103 0.0102 0.0130 0.0086 0.0047 0.0041 0.0204 0.0855 0.0801 0.0795 0.0890 0.0070 0.0229 0.0097 0.0122 0.0087 0.0111 -0.2412 0.7380 -0.2077 -0.2428 -0.3621 0.0020 -0.0062 0.0068 0.0067 0.0077 -0.0066 -0.0030 0.0034 0.0027 -0.0500 -0.0256

=====

Q: Which of them is the least stable? A: entry P.